Record 1
Here is the molecule C6H11N3O3S at a distorted geometry from the Open Molecules 2025 dataset. Energies are from ωB97M-V/def2-TZVPD.

Geometry as ORCA input:
```
! wB97M-V def2-TZVPD RIJCOSX def2/J DEFGRID3
* xyz 0 3
C -0.762 -1.346 -2.077
C 2.896 0.304 -0.391
C 2.442 -0.107 0.975
C 0.650 0.381 -1.013
C -0.621 -0.050 -1.432
C -3.785 0.745 0.581
N -0.859 -2.307 -2.674
N 1.867 0.092 -1.438
N 1.186 -0.870 1.046
O -1.165 1.381 1.207
O -2.076 -0.835 1.436
O -1.909 0.330 -0.926
S -2.060 0.365 0.685
H 2.890 1.403 -0.318
H 3.900 -0.027 -0.822
H 3.226 -0.756 1.391
H 2.419 0.716 1.744
H 0.509 1.276 -0.366
H 1.246 -1.903 1.548
H -4.163 -0.054 0.033
H -4.163 0.763 1.593
H -3.910 1.693 0.124
H 1.992 -0.728 -2.007
H 0.247 -0.467 1.098
*
```

Computed properties:
**<S²>**: 2.013
**Frontier orbital gap (spin up / spin down)**: 5.6932 / 6.8442 eV

Mulliken atomic charge list, values in e, 8 entries:
1 C 0.279
2 C -0.644
3 C -0.408
4 C -0.633
5 C 0.140
6 C -1.109
7 N -0.446
8 N -0.214

***

Record 2
Here is a structure of composition C44H48ClN12O7PSTl from the Open Molecules 2025 dataset. Energies are from ωB97M-V/def2-TZVPD.

Geometry as ORCA input:
```
! wB97M-V def2-TZVPD RIJCOSX def2/J DEFGRID3
* xyz -1 1
Tl 0.089 0.185 0.318
C 5.326 -2.671 3.472
C 4.483 -1.447 3.237
C 4.544 -0.758 2.031
C 3.812 0.404 1.833
C 3.006 0.894 2.846
C 2.925 0.213 4.054
C 3.657 -0.949 4.241
S 2.141 2.453 2.655
O 3.148 3.480 2.852
O 1.096 2.374 3.664
N 1.542 2.424 1.207
C 2.020 3.440 0.281
C 2.899 2.717 -0.710
O 4.092 2.614 -0.668
O 2.176 2.033 -1.658
H 5.632 -3.128 2.532
H 4.790 -3.418 4.060
H 6.233 -2.410 4.023
H 5.183 -1.129 1.236
H 3.888 0.944 0.897
H 2.276 0.601 4.826
H 3.590 -1.480 5.185
H 2.638 4.192 0.773
H 1.173 3.919 -0.221
O -3.523 7.251 0.183
C -2.796 6.975 1.293
O -2.492 7.872 2.029
C -2.421 5.548 1.527
C -1.704 5.260 2.687
C -1.325 3.965 2.985
C -1.667 2.927 2.122
C -2.351 3.211 0.944
C -2.734 4.506 0.656
N -1.283 1.598 2.350
C -1.280 1.125 3.518
C -0.667 -0.184 3.830
C -0.790 -0.698 5.115
C -0.119 -1.866 5.441
C 0.665 -2.473 4.477
C 0.730 -1.891 3.218
N 0.075 -0.786 2.895
H -3.728 6.439 -0.293
H -1.444 6.078 3.344
H -0.711 3.764 3.852
H -2.596 2.398 0.277
H -3.275 4.670 -0.271
H -1.725 1.654 4.366
H -1.397 -0.178 5.845
H -0.199 -2.285 6.435
H 1.233 -3.367 4.693
H 1.337 -2.324 2.431
C 0.745 -4.120 -2.015
C 0.449 -3.136 -1.083
N 1.343 -2.687 -0.205
C 2.558 -3.222 -0.210
C 2.944 -4.245 -1.074
C 2.012 -4.676 -2.013
C 4.295 -4.839 -1.008
C 4.839 -5.508 0.009
C 4.234 -5.913 1.293
C 2.875 -5.878 1.600
C 2.500 -6.306 2.859
N 3.373 -6.745 3.765
C 4.639 -6.761 3.366
N 5.114 -6.380 2.190
H -0.004 -4.440 -2.726
H -0.525 -2.663 -1.059
H 3.263 -2.829 0.516
H 2.276 -5.455 -2.719
H 4.910 -4.703 -1.893
H 5.868 -5.836 -0.080
H 2.134 -5.539 0.894
H 1.457 -6.299 3.155
H 5.366 -7.129 4.082
C -0.917 -0.682 -6.585
N -0.339 -0.735 -5.259
C 0.911 -1.462 -5.157
P -1.270 -0.396 -3.928
O -0.560 -0.827 -2.696
N -1.682 1.215 -4.044
C -2.286 1.741 -2.821
C -0.801 2.193 -4.669
N -2.726 -1.157 -4.155
C -4.035 -0.537 -4.270
C -2.770 -2.547 -3.729
H -0.225 -0.200 -7.282
H -1.844 -0.111 -6.568
H -1.142 -1.686 -6.965
H 1.193 -1.556 -4.111
H 0.811 -2.469 -5.583
H 1.709 -0.940 -5.693
H -2.878 0.977 -2.317
H -2.942 2.580 -3.067
H -1.511 2.086 -2.128
H -0.204 1.729 -5.448
H -0.124 2.646 -3.942
H -1.407 2.987 -5.115
H -3.931 0.505 -4.557
H -4.602 -0.595 -3.339
H -4.611 -1.051 -5.045
H -1.772 -2.985 -3.767
H -3.421 -3.115 -4.400
H -3.149 -2.647 -2.707
Cl 3.817 1.578 -3.710
C 2.886 1.005 -2.277
H 3.625 0.580 -1.601
H 2.164 0.273 -2.624
N -2.728 -0.377 0.282
C -3.803 0.059 0.258
C -5.105 0.572 0.273
C -5.933 0.403 -0.855
N -6.600 0.263 -1.789
C -5.588 1.217 1.432
N -5.978 1.736 2.388
*
```

Computed properties:
**Frontier orbital gap**: 6.4866 eV

Mulliken atomic charge list, values in e, 8 entries:
1 Tl 1.043
2 C -1.639
3 C 1.007
4 C -0.897
5 C -0.128
6 C 0.160
7 C -0.770
8 C -0.843

***

Record 3
Here is a cluster of 2 separate species, C9H8N2O2S in total at a distorted geometry from the Open Molecules 2025 dataset. Energies are from ωB97M-V/def2-TZVPD.

Geometry as ORCA input:
```
! wB97M-V def2-TZVPD RIJCOSX def2/J DEFGRID3
* xyz 0 1
C 2.290 0.442 0.557
C 1.633 1.012 -0.551
C 2.010 -0.885 0.891
C 0.517 0.368 -1.100
C 0.978 -1.594 0.296
C 0.279 -0.967 -0.727
C -2.872 0.980 0.805
C -1.506 -2.125 -2.018
C -3.444 -0.368 0.892
N -2.434 1.458 1.857
N -0.778 -1.595 -1.306
O -3.076 1.703 -0.330
O -2.352 -2.676 -2.562
S -4.289 -1.042 -0.344
H 3.158 1.059 0.902
H 1.806 1.988 -0.834
H 2.659 -1.474 1.647
H 0.080 0.648 -2.035
H 0.402 -2.450 0.704
H -3.338 -0.787 1.822
H -2.159 2.479 1.726
H -3.477 1.196 -0.986
*
```

Computed properties:
**Frontier orbital gap**: 7.8566 eV

Mulliken atomic charge list, values in e, 8 entries:
1 C -0.398
2 C -0.652
3 C -0.280
4 C -0.292
5 C -0.363
6 C 0.290
7 C 0.549
8 C 0.427

***

Record 4
Here is a structure of composition C5H6O2 from the Open Molecules 2025 dataset. Energies are from ωB97M-V/def2-TZVPD.

Geometry as ORCA input:
```
! wB97M-V def2-TZVPD RIJCOSX def2/J DEFGRID3
* xyz 0 1
O -0.660 -0.746 1.045
C -1.164 -0.672 -0.303
C -0.037 0.308 -0.670
C -0.490 1.751 -0.526
O -1.649 2.071 -0.425
C 0.569 -0.322 0.568
C 1.682 -0.848 1.050
H 1.438 -1.576 1.814
H -1.028 -1.644 -0.790
H -2.193 -0.320 -0.335
H 0.517 0.178 -1.607
H 0.313 2.515 -0.547
H 2.702 -0.694 0.726
*
```

Computed properties:
**Frontier orbital gap**: 9.9587 eV

Mulliken atomic charge list, values in e, 8 entries:
1 O -0.406
2 C -0.502
3 C 0.290
4 C -0.077
5 O -0.454
6 C 0.295
7 C -0.942
8 H 0.239

***

Record 5
Here is a cluster of 2 separate species, CH2NO4PS in total at a distorted geometry from the Open Molecules 2025 dataset. Energies are from ωB97M-V/def2-TZVPD.

Geometry as ORCA input:
```
! wB97M-V def2-TZVPD RIJCOSX def2/J DEFGRID3
* xyz -2 1
C -4.530 -0.528 -0.048
N -3.369 -0.437 -0.106
O 2.467 -0.105 0.018
O 0.687 -1.332 1.331
O -5.742 -0.608 0.026
O 1.518 -2.284 -0.935
P 1.165 -1.137 -0.067
S -0.183 0.230 -1.113
H -1.331 -0.202 -0.574
H 2.077 0.482 0.663
*
```

Computed properties:
**Frontier orbital gap**: 7.4635 eV

Mulliken atomic charge list, values in e, 8 entries:
1 C 0.274
2 N -0.564
3 O -0.526
4 O -0.699
5 O -0.777
6 O -0.716
7 P 0.842
8 S -0.468

***

Record 6
Here is a structure of composition CClFO2 at a distorted geometry from the Open Molecules 2025 dataset. Energies are from ωB97M-V/def2-TZVPD.

Geometry as ORCA input:
```
! wB97M-V def2-TZVPD RIJCOSX def2/J DEFGRID3
* xyz 0 1
C -0.777 0.253 0.042
O -0.665 0.982 0.916
O 0.806 -0.604 -0.607
F 1.990 -0.318 0.086
Cl -1.882 -0.626 -0.854
*
```

Computed properties:
**Frontier orbital gap**: 10.1324 eV

Partial atomic charges computed with the Mulliken method, in multiples of e:
1 C 0.634
2 O -0.223
3 O -0.284
4 F -0.136
5 Cl 0.009

***

The following energy above the lowest of the compared OMol25 structures with the same formula, charge and spin values (in kJ/mol) correspond, in order, to the records above: 101.28 0.00 260.48 225.21 0.00 56.73.